Entry 1:
Molecular formula: C42H110N8O13
Method: DFT, the ωB97M-V functional and the def2-TZVPD basis

Atoms and positions in Å:
1 C 4.3755 1.9752 -4.8694
2 O 4.0141 1.4078 -3.6371
3 C 5.0402 1.2522 -2.6897
4 C 5.9960 0.0744 -3.0115
5 C 5.2080 -1.2214 -3.1491
6 N 7.0078 -0.0219 -1.9911
7 H 5.0147 1.3851 -5.5269
8 H 4.8672 2.9453 -4.7037
9 H 3.4721 2.2868 -5.3947
10 H 5.6316 2.1725 -2.5818
11 H 4.5983 1.0973 -1.7002
12 H 6.2670 0.3645 -4.0422
13 H 4.3668 -1.0953 -3.8293
14 H 4.8132 -1.5329 -2.1769
15 H 5.8604 -2.0222 -3.5054
16 H 7.5595 0.8297 -2.0193
17 H 7.6162 -0.8161 -2.1412
18 C -2.2906 1.1906 3.5040
19 O -2.4535 -0.0430 2.8479
20 C -3.6991 -0.1355 2.1670
21 C -3.6057 -1.2923 1.1785
22 C -3.3240 -2.6231 1.8690
23 N -2.6028 -1.0529 0.1424
24 H -3.1045 1.4634 4.1832
25 H -2.1269 1.9875 2.7693
26 H -1.3930 1.1498 4.1231
27 H -4.5575 -0.3318 2.8244
28 H -3.8236 0.8311 1.6651
29 H -4.5787 -1.4074 0.6882
30 H -4.0620 -2.7302 2.6684
31 H -2.3467 -2.6512 2.3554
32 H -3.3901 -3.4466 1.1608
33 H -2.6701 -0.1590 -0.3272
34 H -1.7141 -0.9962 0.6405
35 C 0.4360 -1.5643 1.5787
36 O 0.5139 -0.4384 0.7489
37 C 0.9320 -0.7159 -0.5762
38 C 0.9853 0.5933 -1.3747
39 C -0.4262 1.1215 -1.5263
40 N 1.6502 0.3529 -2.6842
41 H 1.4255 -1.9884 1.7985
42 H -0.1561 -2.3582 1.1051
43 H -0.0076 -1.3342 2.5450
44 H 1.8625 -1.2966 -0.5785
45 H 0.1831 -1.3705 -1.0472
46 H 1.6123 1.3056 -0.8338
47 H -1.0587 0.3277 -1.9347
48 H -0.4305 1.9672 -2.2153
49 H -0.9060 1.4124 -0.5904
50 H 1.8604 -0.6222 -2.8710
51 H 2.5491 0.8002 -2.5495
52 C 0.8470 -1.4247 -9.9877
53 O 1.2983 -0.6066 -8.9532
54 C 0.8823 0.7349 -9.0216
55 C 1.3025 1.4139 -7.7146
56 C 0.8083 0.6317 -6.4983
57 N 1.0140 2.8459 -7.6210
58 H 1.4116 -2.3554 -9.9727
59 H 0.9514 -1.0247 -11.0055
60 H -0.2249 -1.6384 -9.8668
61 H 1.2661 1.2834 -9.8867
62 H -0.2203 0.7113 -9.0540
63 H 2.3829 1.2202 -7.6389
64 H 1.4258 -0.2699 -6.3909
65 H -0.2201 0.2794 -6.6203
66 H 1.0243 0.9900 -5.4854
67 H 0.5563 2.9748 -6.7250
68 H 0.3167 3.1450 -8.2967
69 C 0.3226 -1.3991 5.4361
70 O 0.7811 -0.4666 6.3956
71 C 0.1560 -0.4899 7.6523
72 C 1.2234 -0.2107 8.7251
73 N 2.4293 -1.0053 8.6576
74 C 2.1881 -2.4251 8.6388
75 C 3.4652 -3.2425 8.6126
76 O 3.2778 -4.4351 7.8958
77 C 4.4859 -5.1195 7.6564
78 H 0.5360 -2.4157 5.7822
79 H 0.9485 -1.2550 4.5537
80 H -0.7161 -1.2269 5.1439
81 H -0.5407 -1.3212 7.8174
82 H -0.5851 0.3265 7.7171
83 H 0.7847 -0.2722 9.7251
84 H 1.4731 0.8413 8.5768
85 H 3.0168 -0.6675 7.9087
86 H 1.5983 -2.7786 7.7728
87 H 1.5122 -2.6573 9.4686
88 H 3.8816 -3.3263 9.6227
89 H 4.1768 -2.6292 8.0355
90 H 5.1775 -4.4323 7.1468
91 H 4.2882 -5.9609 7.0000
92 H 4.9901 -5.4182 8.5806
93 C 0.5792 -4.8093 11.1452
94 O -0.3075 -4.3672 10.1422
95 C -0.3786 -5.1329 8.9694
96 C -1.2949 -4.4231 7.9945
97 N -1.0594 -4.9249 6.6610
98 C -1.9800 -4.4531 5.6573
99 C -1.6538 -5.1558 4.3205
100 O -0.5284 -4.4584 3.7723
101 C 0.0852 -5.1959 2.7182
102 H 0.5318 -4.1815 12.0287
103 H 1.5988 -4.7511 10.7397
104 H 0.4098 -5.8607 11.3990
105 H -0.7880 -6.1227 9.2211
106 H 0.6292 -5.2850 8.5547
107 H -1.1098 -3.3479 8.1473
108 H -2.3373 -4.5657 8.2870
109 H -0.0943 -4.8200 6.3813
110 H -1.8264 -3.3834 5.4583
111 H -3.0388 -4.6414 5.8329
112 H -2.4747 -4.9459 3.6241
113 H -1.4441 -6.2122 4.4843
114 H -0.5730 -5.0360 1.8547
115 H 0.2444 -6.2545 2.9281
116 H 1.0482 -4.7350 2.5000
117 C -2.2276 6.4441 -1.1191
118 O -1.0296 6.0499 -0.4842
119 C 0.0498 5.7307 -1.3216
120 C 1.0246 4.7489 -0.6916
121 N 1.8509 5.2480 0.4050
122 C 1.1508 5.4706 1.6764
123 C 0.3976 4.2445 2.1446
124 O -0.2782 4.4560 3.3927
125 C -1.4357 5.2547 3.2657
126 H -2.4559 7.4866 -0.8873
127 H -3.0508 5.7807 -0.8602
128 H -2.0970 6.4187 -2.2071
129 H 0.5401 6.6521 -1.6637
130 H -0.2636 5.1676 -2.2172
131 H 1.6684 4.4925 -1.5400
132 H 0.5031 3.8326 -0.4222
133 H 2.2729 6.1253 0.1299
134 H 0.4515 6.3155 1.5929
135 H 1.8545 5.8384 2.4266
136 H 1.0518 3.3887 2.3115
137 H -0.4050 3.9186 1.4765
138 H -2.0405 4.9849 2.3953
139 H -1.1261 6.3039 3.2178
140 H -2.0553 5.1767 4.1590
141 C -2.2773 2.2857 -4.5992
142 O -2.8361 3.3302 -3.8139
143 C -4.1068 3.8078 -4.1832
144 C -4.0977 4.7406 -5.4131
145 N -4.1912 4.1492 -6.7419
146 C -5.5021 3.6144 -7.0716
147 C -5.4736 3.0772 -8.4983
148 O -4.8373 1.8001 -8.4891
149 C -4.4080 1.4237 -9.7697
150 H -2.7221 1.3231 -4.3305
151 H -1.2120 2.2200 -4.3919
152 H -2.4510 2.5391 -5.6416
153 H -4.5623 4.3127 -3.3323
154 H -4.8044 2.9888 -4.4126
155 H -3.1016 5.2065 -5.4033
156 H -4.7458 5.6084 -5.2846
157 H -3.5091 3.4309 -6.9246
158 H -6.2980 4.3627 -7.0416
159 H -5.8239 2.8008 -6.4071
160 H -4.8854 3.6987 -9.1832
161 H -6.4895 3.1031 -8.9138
162 H -5.2083 1.3986 -10.5216
163 H -4.0818 0.3824 -9.7187
164 H -3.5941 2.0700 -10.1169
165 C 0.3353 -4.8462 -2.7088
166 C 1.0236 -3.8768 -3.6770
167 O 1.7705 -2.8864 -3.0298
168 H -0.2450 -4.3286 -1.9430
169 H 1.0861 -5.5086 -2.2752
170 H -0.4043 -5.4611 -3.2280
171 H 0.2847 -3.3872 -4.3131
172 H 1.6027 -4.5162 -4.3586
173 H 2.4929 -3.2801 -2.5306

Calculated values
Relative energy (zero: lowest compared OMol25 entry of this formula, charge and spin) ... 0.342 eV
SMILES ... COC[C@H](C)N.COC[C@H](C)N.COC[C@H](C)N.COC[C@H](C)N.COCCNCCOC.COCCNCCOC.COCCNCCOC.COCCNCCOC.CCO

Löwdin atomic charge list, values in e, 4 entries: number 1, C, carries -0.09; number 2, O, carries -0.23; number 3, C, carries -0.21; number 4, C, carries -0.46


Entry 2:
Molecular formula: C42H112BN20O22
Method: DFT, the ωB97M-V functional and the def2-TZVPD basis

Atoms and positions in Å:
1 O -1.9463 -0.4292 -1.8978
2 C -1.0213 0.0220 -1.2825
3 O -0.7769 -0.1797 -0.0092
4 B 0.4910 0.4590 0.3775
5 O 1.0835 0.8671 -0.9263
6 C 0.2067 0.7329 -1.8898
7 O 0.3439 0.9892 -3.0568
8 O 1.3626 -0.5631 0.9767
9 C 1.7795 -0.1473 2.1410
10 O 2.5306 -0.7203 2.8893
11 C 1.0452 1.1966 2.4305
12 O 0.2608 1.4726 1.4141
13 O 1.2148 1.8489 3.4222
14 C -0.2565 -3.9802 -1.6065
15 C 0.1316 -3.8717 -0.1403
16 C -0.7931 -4.6974 0.7605
17 O -0.6095 -4.2913 2.1193
18 C -1.3815 -4.9478 3.1216
19 N 1.5404 -4.1237 0.1419
20 H 0.2675 -3.2049 -2.1629
21 H -1.3277 -3.8685 -1.7973
22 H -0.1276 -4.9830 -2.0281
23 H 0.0308 -2.8190 0.1443
24 H -0.6144 -5.7719 0.6341
25 H -1.8548 -4.4788 0.5871
26 H -1.3408 -6.0353 2.9991
27 H -2.4422 -4.7006 3.0384
28 H -0.8793 -4.6372 4.0329
29 H 1.7286 -5.1189 0.2537
30 H 1.6603 -3.7804 1.0887
31 C -3.9245 -5.7016 -5.5601
32 C -2.5397 -5.1812 -5.1524
33 C -2.5972 -3.8440 -4.4438
34 O -3.4773 -2.9178 -5.0674
35 C -3.5348 -1.7155 -4.3249
36 N -1.8990 -6.1682 -4.3195
37 H -4.7543 -5.5232 -4.8731
38 H -3.9565 -6.7599 -5.8278
39 H -4.2279 -5.1672 -6.4646
40 H -2.0425 -5.0610 -6.1270
41 H -1.6247 -3.3328 -4.4241
42 H -2.8940 -3.9565 -3.3932
43 H -2.5184 -1.3019 -4.2686
44 H -3.8035 -1.8702 -3.2755
45 H -4.1515 -0.9921 -4.8466
46 H -1.9465 -7.0798 -4.7582
47 H -0.9089 -6.0352 -4.1428
48 C 4.5669 0.6929 -0.3044
49 C 5.5878 1.8127 -0.0803
50 C 6.3959 1.5400 1.2003
51 O 7.3875 2.5105 1.4585
52 C 6.8513 3.7722 1.8406
53 N 6.5714 1.6285 -1.1892
54 H 4.0900 0.4790 0.6538
55 H 5.1124 -0.1957 -0.6252
56 H 3.8739 0.8331 -1.1351
57 H 5.1720 2.8199 -0.1025
58 H 6.8002 0.5302 1.1425
59 H 5.6962 1.5468 2.0523
60 H 6.4271 3.6991 2.8492
61 H 6.0347 4.1152 1.2052
62 H 7.7264 4.4170 1.8506
63 H 6.1083 1.8497 -2.0692
64 H 7.2802 2.3595 -1.1394
65 C 1.8529 -5.1244 -6.0716
66 C 1.1191 -4.2154 -7.0784
67 C 1.2257 -2.7452 -6.7292
68 O 0.6154 -2.4853 -5.4813
69 C 0.5204 -1.1185 -5.1182
70 N 1.6410 -4.4214 -8.4250
71 H 1.8482 -6.1719 -6.3779
72 H 1.4601 -4.9650 -5.0680
73 H 2.9247 -4.8956 -6.0975
74 H 0.0548 -4.4552 -7.0096
75 H 0.7074 -2.0846 -7.4358
76 H 2.2721 -2.4004 -6.7297
77 H 0.6069 -0.4692 -5.9916
78 H 1.3497 -0.8859 -4.4395
79 H -0.3527 -1.0169 -4.4782
80 H 2.6450 -4.5293 -8.3536
81 H 1.2483 -5.2434 -8.8600
82 C -2.5119 2.3463 -4.5649
83 C -3.7987 1.7526 -3.9565
84 C -4.3960 2.7833 -2.9716
85 O -4.8683 3.9310 -3.6033
86 C -5.1873 4.9299 -2.6673
87 N -4.8368 1.3928 -4.9314
88 H -1.8065 2.6189 -3.7814
89 H -2.7482 3.2525 -5.1267
90 H -2.0981 1.6044 -5.2498
91 H -3.5682 0.9205 -3.2890
92 H -3.6021 2.9140 -2.2226
93 H -5.2153 2.2645 -2.4502
94 H -4.2821 5.2729 -2.1516
95 H -5.8725 4.5511 -1.9019
96 H -5.6345 5.8152 -3.1161
97 H -4.4007 1.0861 -5.8000
98 H -5.2020 2.2975 -5.2345
99 C -2.9819 2.1100 1.0008
100 C -3.9733 2.8427 1.9100
101 C -4.6095 4.0022 1.1810
102 O -5.7663 4.4730 1.8743
103 C -6.5109 5.4131 1.1474
104 N -4.9677 1.8180 2.3489
105 H -3.5478 1.7356 0.1450
106 H -2.3692 1.3631 1.4950
107 H -2.2939 2.9167 0.7156
108 H -3.3602 3.1118 2.7695
109 H -5.0349 3.6818 0.2129
110 H -3.9472 4.8219 0.8819
111 H -7.5504 5.3718 1.4751
112 H -6.5636 5.1491 0.0837
113 H -6.1069 6.4195 1.2789
114 H -5.6143 1.8595 1.5575
115 H -5.5404 2.2295 3.0852
116 C -2.9949 -1.8437 1.7030
117 C -4.1797 -1.5000 0.7669
118 C -4.6291 -2.7005 -0.0527
119 O -5.6765 -2.2948 -0.9150
120 C -6.0234 -3.1670 -1.9500
121 N -5.2362 -0.9904 1.6303
122 H -2.0802 -2.0972 1.1741
123 H -3.3778 -2.6308 2.3590
124 H -2.8354 -0.9808 2.3502
125 H -3.7195 -0.7226 0.1415
126 H -5.0211 -3.4741 0.6176
127 H -3.7635 -3.0680 -0.6162
128 H -6.5587 -4.0602 -1.5968
129 H -5.1914 -3.5854 -2.5320
130 H -6.6542 -2.5631 -2.6007
131 H -4.8777 -0.2440 2.2262
132 H -5.9543 -0.5498 1.0653
133 C 1.4567 -1.1505 5.2919
134 C 1.0442 0.0385 6.1598
135 C -0.4890 0.2588 6.1560
136 O -0.9918 1.5525 6.5778
137 C -0.6964 2.5996 5.6876
138 N 1.4669 -0.1631 7.5636
139 H 2.5449 -1.1628 5.2651
140 H 0.9890 -1.0384 4.3178
141 H 1.1537 -2.1150 5.7017
142 H 1.5696 0.9969 5.8590
143 H -1.0617 -0.4611 6.7385
144 H -0.8323 0.1535 5.1156
145 H -1.4980 3.3427 5.7398
146 H -0.8131 2.3297 4.6297
147 H 0.2675 3.0759 5.7895
148 H 1.3818 0.7279 8.0447
149 H 2.4740 -0.3102 7.6064
150 C 3.0802 5.3050 1.1741
151 O 2.9063 5.7914 2.2907
152 N 2.5787 4.1120 0.7575
153 N 3.8213 5.8776 0.1778
154 H 1.9919 3.5680 1.3614
155 H 2.8589 3.7889 -0.1549
156 H 4.1999 5.3035 -0.5640
157 H 4.4013 6.6828 0.3398
158 C 6.0893 -2.0775 2.2762
159 O 5.7116 -2.2326 1.1236
160 N 7.3345 -2.3359 2.7247
161 N 5.2739 -1.4829 3.2066
162 H 7.9774 -2.8415 2.1416
163 H 7.5638 -2.2859 3.6992
164 H 4.3501 -1.1461 2.9579
165 H 5.4992 -1.4060 4.1821
166 C 3.4764 3.7373 -3.2404
167 O 3.5909 3.9139 -2.0364
168 N 2.5236 2.9722 -3.8574
169 N 4.3584 4.3065 -4.1378
170 H 1.9426 2.3709 -3.2813
171 H 2.6193 2.7229 -4.8223
172 H 4.6296 5.2345 -3.8431
173 H 4.0597 4.2542 -5.0964
174 C -0.5902 5.7976 2.8974
175 O -1.7864 5.6182 3.1182
176 N -0.0938 6.9433 2.3494
177 N 0.3527 4.8430 3.1463
178 H -0.6862 7.7509 2.3571
179 H 0.8909 7.0409 2.1634
180 H 0.1091 4.0257 3.6671
181 H 1.2944 5.0182 2.8075
182 C 3.3878 1.8279 6.3842
183 O 4.3027 2.2580 7.0820
184 N 2.0774 2.1942 6.4660
185 N 3.6294 1.0970 5.2622
186 H 1.7481 2.8297 7.1722
187 H 1.5066 2.1769 5.6428
188 H 2.9134 0.7177 4.6678
189 H 4.5237 0.6431 5.2185
190 C 2.6124 -4.3697 4.4142
191 O 2.2458 -5.4381 4.8944
192 N 1.8915 -3.6501 3.5160
193 N 3.7391 -3.7059 4.8279
194 H 1.0337 -4.0141 3.1232
195 H 2.3442 -2.8303 3.1472
196 H 4.4227 -4.1250 5.4253
197 H 3.9416 -2.8506 4.3431

Calculated values
Net charge ... -1

Löwdin atomic charge list, values in e, 4 entries: number 1, O, carries 0.15; number 2, C, carries -0.37; number 3, O, carries 0.21; number 4, B, carries -0.88


no.,frontier orbital gap (eV),total energy (Ha),lowest unoccupied orbital energy (eV)
1,9.004,-3082.05234,0.639
2,8.347,-4443.08194,1.678